[1]
This record from the Open Molecules 2025 dataset describes a structure of composition C37H36Br2N5O2V. The level of theory is ωB97M-V/def2-TZVPD.

Cartesian coordinates (Å):
N1 -0.3380 -1.4212 -0.8958
H1 2.7648 -5.8108 1.8259
H2 -4.6220 2.2589 -1.6087
H3 3.9373 -1.8280 -2.0474
H4 -1.2751 1.7331 4.8014
H5 2.9928 1.9522 0.9510
C1 3.6876 -2.2380 -1.0760
H6 1.6161 -1.0035 -3.1655
H7 3.9438 0.2985 -1.7222
N2 1.1338 2.0130 -1.1233
H8 4.7685 -4.0647 -1.4209
H9 1.9397 -1.5293 1.7230
O1 5.3441 -5.8607 0.2858
H10 0.5692 5.0771 -2.3573
C2 -4.3891 3.1390 -1.0059
Br1 -2.1140 1.3512 -3.4426
H11 -4.6072 4.4648 1.4275
H12 -2.4886 -1.0355 -4.0203
C3 -0.9690 -2.2991 -0.0911
C4 -2.4520 -1.8248 3.3354
H13 0.3979 0.2245 -2.7358
C5 1.2745 3.4411 3.4309
C6 2.3554 1.7994 -1.6547
C7 -3.1180 -0.2874 -3.5603
H14 -1.3789 -4.9100 -2.1835
N3 0.7415 1.5250 2.1156
C8 2.9837 2.7185 -2.4742
H15 -2.9855 4.6856 0.7481
H16 -2.0445 -0.1639 4.6205
H17 -4.5044 1.4881 2.0355
H18 -5.0086 0.8848 0.4490
H19 1.9067 4.3081 3.5762
H20 -3.1688 -2.2718 4.0136
C9 -1.0916 -3.9297 -1.8241
N4 2.3748 -0.2282 -0.4673
C10 -4.8630 1.7862 1.0475
H21 -5.8287 2.2874 1.1643
C11 0.5212 3.1758 -1.3779
H22 2.4647 3.6310 0.7199
H23 -0.4601 3.2876 -0.9350
H24 -5.3000 3.7351 -0.8921
C12 2.5470 -2.0988 1.0303
C13 -0.1110 -1.7763 -2.1714
C14 -0.9203 -0.0837 2.7872
N5 -0.6340 -0.6903 1.6280
C15 2.6936 2.8618 1.4617
H25 -3.6507 3.7336 -1.5474
H26 -2.7120 -3.3161 1.8208
C16 -2.1861 -2.4191 2.1142
H27 3.5350 3.2176 2.0547
C17 -2.5602 2.0136 0.2192
C18 0.5462 -0.7928 -3.0903
H28 0.1300 -0.8697 -4.0932
C19 0.2440 3.1573 4.3006
H29 3.9617 2.5001 -2.8867
H30 2.7386 -3.7793 2.3285
C20 2.9759 0.5435 -1.2874
O2 3.6054 -6.2277 1.6029
C21 -1.2650 -1.8209 1.2731
H31 -1.8335 -4.2459 0.1585
C22 1.0990 4.1513 -2.1768
C23 4.3293 -5.4538 0.7655
C24 2.8953 -1.5222 -0.1833
C25 1.5170 2.5951 2.3571
C26 -3.8518 2.7234 0.3692
C27 2.9937 -3.3682 1.3581
V1 0.3646 0.4245 0.1739
Br2 -3.6643 -0.9623 -1.8426
C28 -1.5272 1.3658 0.1101
H32 0.0296 3.8106 5.1378
C29 -1.8208 -0.6403 3.6781
C30 3.7887 -4.0812 0.4701
H33 -0.2788 -3.2668 -3.6955
C31 -3.6495 3.9716 1.2415
H34 -3.2042 3.7004 2.2010
C32 4.1386 -3.5031 -0.7427
C33 -1.3457 -3.5584 -0.5180
C34 -0.4801 -3.0233 -2.6606
H35 2.8081 4.6549 -3.3821
C35 2.3425 3.9153 -2.7413
C36 -0.2118 1.2010 3.0182
H36 -4.0034 -0.0965 -4.1474
C37 -0.4913 1.9988 4.1079

Forces on atoms 1 to 6 (eV/Å):
0.1167 -0.0448 -0.2326
0.0289 0.0023 -0.0245
0.0167 0.0375 0.0118
-0.0060 -0.0122 0.0280
0.0118 0.0132 -0.0177
0.0138 -0.0232 -0.0062

Output
**HOMO energy (spin up / spin down)**: -9.542 / -10.486 eV
**Net charge**: +1
**Relative energy (zero: lowest compared OMol25 entry of this formula, charge and spin)**: 0.260 eV
**Spin multiplicity**: 4
**HOMO-LUMO gap (spin up / spin down)**: 5.9336 / 6.7717 eV

Mulliken population analysis, charges in e, atoms 1 to 5: 1.232, 0.303, 0.175, 0.381, 0.401

---

[2]
This record from the Open Molecules 2025 dataset describes a structure of composition C10H14BIN6Ti in a non-equilibrium geometry. The level of theory is ωB97M-V/def2-TZVPD.

Cartesian coordinates (Å):
C1 -2.9004 -1.1633 -2.4198
H1 3.0527 -0.0132 -1.1283
H2 -2.3760 1.9194 2.0491
H3 0.7792 0.9268 -0.8445
Ti1 -0.7582 0.7648 0.5017
H4 -2.1017 5.2306 -1.2624
H5 -3.2091 -1.2086 -3.4428
N1 1.0935 0.4823 -1.7005
H6 -2.3768 -1.8801 0.7485
H7 -1.3531 0.6461 2.8629
N2 -1.4140 2.1168 -1.9304
H8 3.3167 -0.3321 -3.8732
C2 -2.4753 -1.5190 -0.2628
N3 0.3548 0.5092 -2.8198
C3 -1.2080 3.5182 -0.2035
N4 -1.9831 -0.2696 -2.0313
C4 -1.9260 3.2890 -2.3039
C5 -1.8159 4.1968 -1.2511
C6 2.3635 0.1331 -1.9390
H9 -3.8943 -2.8074 -1.3285
N5 -0.9577 2.2248 -0.6066
B1 -1.1850 0.8304 -2.7793
H10 -0.9273 3.8436 0.7876
C7 2.4475 -0.0653 -3.3117
H11 -2.2544 3.4254 -3.3205
C8 1.1785 0.1683 -3.8276
C9 -3.2324 -1.9714 -1.3360
C10 -2.0360 0.8761 2.0162
H12 -1.5788 0.9319 -3.9033
N6 -1.7398 -0.4536 -0.6872
H13 -2.8752 0.1703 1.9896
H14 0.7885 0.1166 -4.8276
I1 1.0733 -0.7941 1.4696

Forces on atoms 1 to 6 (eV/Å):
0.1310 -0.5441 0.2815
0.0905 0.1785 0.0665
-0.2746 -0.1524 0.3907
0.2876 0.4572 0.3877
1.1905 -2.8666 3.1127
-0.1536 0.0964 -0.0200

Output
**HOMO energy (spin up / spin down)**: -4.992 / -8.113 eV
**Net charge**: 0
**Relative energy (zero: lowest compared OMol25 entry of this formula, charge and spin)**: 3.184 eV
**Spin multiplicity**: 3
**HOMO-LUMO gap (spin up / spin down)**: 5.3934 / 8.4141 eV

natural (NBO) population analysis, charges in e, atoms 1 to 5: 0.004, 0.266, 0.207, 0.409, 0.895

---

[3]
This record from the Open Molecules 2025 dataset describes a structure of composition C25H18F15GeN4PtS2 in a non-equilibrium geometry. The level of theory is ωB97M-V/def2-TZVPD.

Cartesian coordinates (Å):
H1 -5.4444 -1.1862 -2.8362
F1 5.8807 5.6264 2.0675
N1 -1.2625 0.4937 -4.3210
Ge1 1.6781 1.2263 1.6255
C1 -1.6864 -3.6567 -1.6933
C2 -1.7756 -1.8138 -4.9782
C3 -2.2657 1.9962 4.1737
N2 -0.9281 -2.5804 -1.0538
C4 4.9737 4.6761 1.9566
H2 -3.9099 -1.1661 -0.9831
N3 -3.7277 -0.5378 -1.7660
C5 2.1358 -0.7429 3.8368
C6 -1.6463 -3.4625 -3.2080
F2 0.6832 3.8275 3.0947
F3 2.4289 -2.2061 5.6613
C7 4.5512 4.2668 0.6903
H3 -2.1463 -4.3089 -3.6924
H4 -2.7065 -3.6262 -1.3069
C8 3.5838 3.2710 0.5888
H5 -0.5953 -3.4668 -3.5076
H6 -1.0613 -2.5873 -0.0468
F4 5.0601 4.8168 -0.3995
C9 3.4383 -1.0505 1.8714
C10 -0.0095 1.6746 2.5640
F5 4.7977 4.5003 4.3018
C11 -4.3790 -0.9798 -2.9965
F6 3.7206 -0.6209 0.6246
C12 4.0785 -2.1503 2.4217
H7 -1.5216 1.4730 -4.4171
C13 -0.9621 0.6792 2.6607
H8 -2.2901 -2.4075 -5.7441
F7 4.9936 -2.8206 1.7360
C14 3.0509 2.6657 1.7068
H9 -1.6095 -0.1470 -6.3224
H10 -0.2513 0.4424 -4.4640
F8 -1.5023 4.1488 4.7451
C15 3.7234 -2.5468 3.7159
F9 1.1929 -0.0642 4.4938
C16 -2.0958 0.8185 3.4420
F10 4.2865 -3.6138 4.2483
C17 -0.5096 0.7000 -0.7284
C18 2.7585 -1.8355 4.4351
H11 -4.1551 -2.4821 -4.5173
N4 -2.2496 -2.1868 -3.6303
C19 3.4863 3.0729 2.9555
C20 2.4630 -0.3454 2.5537
C21 -1.9714 -0.3340 -5.3037
F11 -3.3288 2.1375 4.9425
F12 -3.0110 -0.1462 3.4851
F13 -0.7271 -0.4553 1.9580
C22 -3.7224 -2.2576 -3.5366
S1 1.1802 0.4576 -0.5751
C23 -0.2163 2.8555 3.2503
Pt1 -1.4537 -0.5037 -2.2026
F14 3.1335 2.8671 -0.6064
F15 2.9431 2.4535 4.0069
C24 -1.3271 3.0269 4.0723
S2 -0.9210 2.3369 -1.0424
H12 -4.0372 0.3982 -1.5082
H13 -3.0301 -0.0761 -5.2715
H14 0.0697 -2.6936 -1.2284
H15 -0.7061 -2.0397 -5.0367
H16 -3.9897 -3.0817 -2.8743
H17 -4.3060 -0.1658 -3.7188
C25 4.4285 4.0884 3.1033
H18 -1.2810 -4.6514 -1.4727

Forces on atoms 1 to 6 (eV/Å):
0.1196 0.0465 -0.0932
-0.0921 -0.0894 0.0229
0.7425 0.1969 0.8348
0.4643 0.2672 1.0830
-0.1908 -0.1342 -0.5102
0.0641 0.3227 -0.5518

Output
**HOMO energy (spin up / spin down)**: -13.816 / -13.816 eV
**Net charge**: +2
**Relative energy (zero: lowest compared OMol25 entry of this formula, charge and spin)**: 3.055 eV
**Spin multiplicity**: 2
**HOMO-LUMO gap (spin up / spin down)**: 5.8475 / 4.9374 eV

natural (NBO) population analysis, charges in e, atoms 1 to 5: 0.231, -0.253, -0.848, 1.427, -0.239

---

[4]
This record from the Open Molecules 2025 dataset describes an isolated molecule of C7H9NO in a non-equilibrium geometry. The level of theory is ωB97M-V/def2-TZVPD.

Cartesian coordinates (Å):
O1 1.0054 -1.2075 1.0588
C1 1.2284 0.5248 -0.6606
C2 -0.8000 1.1405 -0.1661
N1 -0.1598 0.2111 -0.9576
H1 0.2991 -1.4831 0.2769
C3 -0.8925 -1.1358 -0.8926
H2 -0.4548 -2.1955 -1.2630
H3 -2.7039 -1.5268 0.7009
C4 0.5984 1.6522 0.3530
H4 0.8993 1.3344 1.4584
H5 2.6925 -0.1029 0.7799
C5 -1.9514 0.6381 0.4745
H6 2.5007 -1.2482 -0.5603
C6 1.9356 -0.5267 0.0985
C7 -1.7880 -0.8297 0.1863
H7 -2.5693 0.7630 1.4499
H8 0.6535 2.8115 0.4266
H9 1.7761 1.0499 -1.3947

Forces on atoms 1 to 6 (eV/Å):
-0.2392 -0.0429 -4.5718
-1.3588 3.0146 2.1507
1.2653 -1.3229 2.5981
-2.7476 -3.0714 -1.3925
1.7275 0.4640 3.5504
1.1793 1.3935 2.1394

Output
**HOMO energy**: -8.420 eV
**Net charge**: 0
**Relative energy (zero: lowest compared OMol25 entry of this formula, charge and spin)**: 6.280 eV
**Spin multiplicity**: 1
**HOMO-LUMO gap**: 9.1117 eV
**SMILES**: OC[C@@H]1Cc2cccn21

natural (NBO) population analysis, charges in e, atoms 1 to 5: -0.755, -0.062, 0.194, -0.341, 0.477

---

[5]
This record from the Open Molecules 2025 dataset describes a structure of composition C9H21AsI4O3P in a non-equilibrium geometry. The level of theory is ωB97M-V/def2-TZVPD.

Cartesian coordinates (Å):
H1 -1.0130 2.4326 -2.8801
I1 1.0915 -0.7152 2.6531
C1 -2.0232 -2.0735 0.3879
H2 -1.0420 -0.1437 -1.8536
C2 -1.1663 0.9088 0.4558
H3 -2.9203 -0.8768 -1.2933
I2 0.4917 3.7040 3.3707
H4 1.9865 0.9480 0.8264
C3 2.9277 -0.8079 0.1127
H5 -2.0348 3.3130 2.3686
C4 -1.1532 2.6671 2.3412
H6 0.0864 -2.5598 0.4479
H7 2.2543 -2.8111 0.8209
H8 3.6881 -0.5988 0.8885
I3 -2.3898 -4.2369 0.7569
O1 1.3688 1.3792 -3.2489
H9 -3.9842 -1.1785 0.0834
C5 2.8118 -2.3447 0.0021
H10 3.2662 -0.3016 -0.8031
H11 1.0830 -0.8750 -1.7105
H12 -1.1408 3.1127 0.2468
H13 0.4088 2.4534 0.8845
P1 0.8333 1.8255 -1.8894
C6 -0.5809 -1.9706 -0.1875
H14 -1.3193 1.7662 2.9393
H15 3.8211 -2.7808 -0.0280
H16 2.7876 2.1012 -1.0801
As1 0.0943 -0.1173 -0.7541
H17 2.3459 -2.5810 -0.9676
I4 -0.6306 -3.2247 -2.0206
H18 -3.6527 -2.4775 -1.0354
O2 -0.4337 2.8872 -2.2728
O3 2.0646 2.7147 -1.1820
C7 1.6325 -0.0754 0.6113
H19 -1.4547 0.4151 1.3920
H20 -2.1437 -1.6633 1.3959
C8 -0.6784 2.3396 0.8718
H21 -2.0991 1.0681 -0.1160
C9 -3.1832 -1.6222 -0.5347

Forces on atoms 1 to 6 (eV/Å):
-0.0341 -0.4019 -0.4186
0.1527 0.0765 -0.4381
0.2592 -0.5181 -0.8834
0.2034 0.1783 -0.2634
-0.5145 1.6095 0.4051
0.3333 -0.2113 0.2425

Output
**HOMO energy**: -5.039 eV
**Net charge**: -1
**Spin multiplicity**: 1
**HOMO-LUMO gap**: 7.3311 eV

natural (NBO) population analysis, charges in e, atoms 1 to 5: 0.499, -0.005, -0.286, -0.159, -0.772

---

[6]
This record from the Open Molecules 2025 dataset describes a structure of composition C24H44BaN3P2SSi in a non-equilibrium geometry. The level of theory is ωB97M-V/def2-TZVPD.

Cartesian coordinates (Å):
C1 -1.0938 -0.6629 -4.5148
H1 1.2753 0.4989 -6.4382
H2 -2.6810 -0.1583 -5.8570
H3 1.3168 4.0233 -1.8866
H4 2.0606 -0.9813 -7.0021
C2 2.1852 2.8796 0.3964
H5 4.1009 -1.3435 2.8276
C3 1.5122 -0.5341 -6.1656
C4 -0.6036 3.1950 1.7209
N1 0.8728 2.7377 -0.2383
C5 0.2765 -3.2775 -5.4415
N2 -1.3791 1.9474 1.6806
C6 -1.8209 -4.1377 2.1778
C7 -2.3239 -0.1115 -4.8336
C8 1.7864 -3.1232 1.4638
P1 1.6747 -1.6136 2.5163
H6 -2.0165 -1.9908 -7.3169
H7 3.9245 -3.2653 1.6911
C9 -2.6465 0.5534 -2.5898
H8 -0.5076 -1.9300 -8.2288
H9 -1.2069 4.0033 2.1591
H10 -3.2802 1.2489 1.1276
C10 2.1027 -5.2928 -0.2882
H11 0.2436 3.0415 2.3910
Ba1 0.0388 -0.1409 -0.1203
H12 2.1371 2.6234 1.4550
C11 3.2555 -1.6411 3.4458
C12 -1.0708 -1.4497 -7.4222
H13 1.7183 2.3109 -2.1218
C13 -1.8584 -3.3832 -0.5427
H14 -1.2860 -3.0130 -1.3995
C14 3.0471 -3.6720 1.2086
P2 -1.0109 -2.9606 1.0321
H15 -3.2523 2.9626 1.5774
H16 0.0295 2.8313 -2.1682
C15 -2.6919 2.1653 1.0702
H17 -2.8349 -2.8952 -0.5431
H18 -1.2919 -0.4265 -7.7427
C16 0.6654 -3.6777 0.8078
H19 2.5680 3.9049 0.3064
H20 -3.2284 1.0142 -1.7973
H21 -2.0144 -4.4561 -0.6540
H22 2.1654 -0.5222 -5.2927
H23 -1.6863 -5.1542 1.8075
H24 3.4417 -2.6261 3.8725
H25 -0.6657 -3.8113 -5.2837
H26 -2.8871 -3.9105 2.2225
H27 0.7952 -3.7584 -6.2780
H28 0.8912 -3.3836 -4.5462
C17 -0.1079 3.6504 0.3608
C18 -1.5427 1.4283 3.0409
C19 0.8475 -4.7598 -0.0535
C20 -3.1229 0.5118 -3.8713
H29 2.9000 2.2090 -0.0825
C21 -0.6795 -0.5747 -3.1591
H30 -2.1712 0.5363 3.0246
C22 3.2061 -4.7422 0.3417
H31 -0.5691 1.1581 3.4553
H32 3.1657 -0.9150 4.2533
H33 -1.4083 -4.0644 3.1831
Si1 -0.0487 -1.4953 -5.8594
H34 -0.0041 -5.1939 -0.5621
H35 -2.5915 2.4385 0.0191
H36 2.2189 -6.1277 -0.9672
H37 4.1949 -5.1443 0.1600
H38 0.3197 4.6570 0.4669
H39 -4.0842 0.9419 -4.1195
C23 0.9919 2.9951 -1.6800
S1 0.8474 -1.2592 -2.6236
H40 0.6955 -3.1379 4.1811
H41 0.7997 -1.4689 4.7584
C24 0.5494 -2.0931 3.8999
H42 -2.0112 2.1637 3.7093
H43 -0.4963 -1.9225 3.6513
H44 -0.9479 3.7430 -0.3283
N3 -1.4587 0.0295 -2.2270

Forces on atoms 1 to 6 (eV/Å):
0.0245 0.0039 0.1453
0.0392 -0.0529 0.0143
0.0137 -0.0069 0.0565
0.0036 -0.0050 0.0042
-0.0324 0.0507 0.0771
-0.0525 -0.0150 -0.0163

Output
**HOMO energy**: -10.056 eV
**Net charge**: +1
**Relative energy (zero: lowest compared OMol25 entry of this formula, charge and spin)**: 0.292 eV
**Spin multiplicity**: 1
**HOMO-LUMO gap**: 7.9221 eV

Mulliken population analysis, charges in e, atoms 1 to 5: 0.310, 0.334, 0.368, 0.355, 0.343